# 1
Formula: C18H21ClN2O2
Source: OMol25
Level of theory: ωB97M-V/def2-TZVPD

Each atom is followed by the atoms it is bonded to, with distances in Å.
CARTESIAN COORDINATES (ANGSTROEM)
1 C 0.848 -5.019 -0.022  C2 1.197, H20 1.064
2 C 1.883 -4.424 0.067  C1 1.197, C3 1.466
3 C 3.145 -3.683 0.155  C2 1.466, C4 1.516, H21 1.088, H22 1.088
4 C 2.843 -2.205 0.308  C3 1.516, C5 1.384, C18 1.382
5 C 3.015 -1.575 1.528  C4 1.384, C6 1.381, H23 1.081
6 C 2.712 -0.234 1.653  C5 1.381, C7 1.367, H24 1.078
7 C 2.234 0.452 0.572  C6 1.367, N8 1.347, H25 1.085
8 N 2.046 -0.151 -0.618  C7 1.347, C9 1.488, C18 1.350
9 C 1.503 0.648 -1.750  N8 1.488, C10 1.542, H26 1.080, H27 1.090
10 C 0.281 1.519 -1.399  C9 1.542, C11 1.540, H28 1.085, H29 1.086
11 C -0.929 1.081 -2.245  C10 1.540, C12 1.529, H30 1.091, H31 1.087
12 C -1.500 -0.252 -1.759  C11 1.529, N13 1.454, H32 1.097, H33 1.091
13 N -2.590 -0.132 -0.805  C12 1.454, C14 1.370, C17 1.364
14 C -3.020 0.962 -0.100  N13 1.370, C15 1.367, H34 1.081
15 C -4.089 0.571 0.657  C14 1.367, C16 1.419, H35 1.077
16 C -4.314 -0.809 0.421  C15 1.419, C17 1.368, H36 1.076
17 C -3.370 -1.205 -0.486  N13 1.364, C16 1.368, H37 1.078
18 C 2.369 -1.455 -0.751  C4 1.382, N8 1.350, Cl19 1.716
19 Cl 2.190 -2.205 -2.284  C18 1.716
20 H -0.176 -5.301 -0.093  C1 1.064
21 H 3.687 -4.032 1.031  C3 1.088
22 H 3.736 -3.842 -0.744  C3 1.088
23 H 3.390 -2.131 2.375  C5 1.081
24 H 2.843 0.272 2.597  C6 1.078
25 H 1.987 1.505 0.661  C7 1.085
26 H 1.232 -0.027 -2.549  C9 1.080
27 H 2.331 1.249 -2.127  C9 1.090
28 H 0.522 2.556 -1.607  C10 1.085
29 H 0.013 1.448 -0.349  C10 1.086
30 H -0.629 0.959 -3.286  C11 1.091
31 H -1.676 1.866 -2.163  C11 1.087
32 H -0.710 -0.865 -1.308  C12 1.097
33 H -1.887 -0.815 -2.609  C12 1.091
34 H -2.542 1.927 -0.190  C14 1.081
35 H -4.641 1.213 1.323  C15 1.077
36 H -5.083 -1.425 0.855  C16 1.076
37 H -3.226 -2.191 -0.897  C17 1.078
38 C -0.731 3.893 2.856  C39 1.530, H42 1.089, H43 1.090, H44 1.090
39 C -0.412 3.242 1.508  C38 1.530, O40 1.265, O41 1.246
40 O 0.663 2.579 1.423  C39 1.265
41 O -1.242 3.405 0.593  C39 1.246
42 H 0.048 3.693 3.590  C38 1.089
43 H -0.830 4.971 2.725  C38 1.090
44 H -1.681 3.509 3.228  C38 1.090

## Properties
Charge = 0
E_tot = -38600.9461 eV
Orbital gap = 6.24 eV
Energy above the lowest of the compared OMol25 structures with the same formula, charge and spin = 442.40 kJ/mol
Highest occupied orbital energy = -7.5393 eV



# 2
Formula: C22H32N4O4S
Source: OMol25
Level of theory: ωB97M-V/def2-TZVPD

Each atom is followed by the atoms it is bonded to, with distances in Å.
CARTESIAN COORDINATES (ANGSTROEM)
1 C 0.157 0.950 -6.060  C2 1.527, H32 1.088, H33 1.087, H34 1.086
2 C -0.512 1.484 -4.796  C1 1.527, O3 1.411, H35 1.094, H36 1.100
3 O 0.372 1.647 -3.708  C2 1.411, C4 1.417
4 C 1.226 2.775 -3.792  O3 1.417, C5 1.527, H37 1.101, H38 1.099
5 C 2.052 2.882 -2.511  C4 1.527, C6 1.531, H39 1.091, H40 1.090
6 C 3.091 1.764 -2.388  C5 1.531, N7 1.443, H41 1.093, H42 1.096
7 N 2.462 0.473 -2.251  C6 1.443, C8 1.354, H43 1.011
8 C 2.380 -0.182 -1.069  N7 1.354, S9 1.666, N10 1.353
9 S 3.348 0.256 0.214  C8 1.666
10 N 1.547 -1.246 -1.001  C8 1.353, C11 1.451, C16 1.453
11 C 0.653 -1.613 -2.083  N10 1.451, C12 1.551, H44 1.090, H45 1.098
12 C 1.349 -2.279 -3.299  C11 1.551, N13 1.442, H46 1.096, H47 1.093
13 N 1.880 -3.609 -3.134  C12 1.442, C14 1.447, C15 1.446
14 C 0.902 -4.607 -2.759  N13 1.447, H48 1.090, H49 1.089, H50 1.099
15 C 3.091 -3.694 -2.347  N13 1.446, H51 1.091, H52 1.089, H53 1.097
16 C 1.354 -1.933 0.265  N10 1.453, C17 1.506, H54 1.093, H55 1.093
17 C 0.162 -1.385 1.006  C16 1.506, C18 1.353, C26 1.458
18 C 0.234 -0.274 1.774  C17 1.353, C19 1.426, H56 1.080
19 C -0.910 0.250 2.444  C18 1.426, C20 1.397, C24 1.410
20 C -0.873 1.410 3.220  C19 1.397, C21 1.379, H57 1.078
21 C -2.006 1.876 3.854  C20 1.379, C22 1.409, O31 1.372
22 C -3.213 1.159 3.743  C21 1.409, C23 1.384, O28 1.366
23 C -3.271 0.021 2.958  C22 1.384, C24 1.391, H58 1.079
24 C -2.133 -0.437 2.301  C19 1.410, C23 1.391, N25 1.369
25 N -2.168 -1.558 1.516  C24 1.369, C26 1.376, H59 1.013
26 C -1.103 -2.089 0.827  C17 1.458, N25 1.376, O27 1.223
27 O -1.262 -3.080 0.127  C26 1.223
28 O -4.350 1.550 4.392  C22 1.366, C29 1.412
29 C -4.129 2.518 5.395  O28 1.412, C30 1.527, H60 1.091, H61 1.098
30 C -3.180 3.600 4.882  C29 1.527, O31 1.410, H62 1.091, H63 1.099
31 O -1.924 3.038 4.579  C21 1.372, C30 1.410
32 H 0.703 0.036 -5.836  C1 1.088
33 H 0.848 1.678 -6.477  C1 1.087
34 H -0.603 0.731 -6.805  C1 1.086
35 H -1.259 0.767 -4.443  C2 1.094
36 H -1.017 2.437 -5.011  C2 1.100
37 H 0.616 3.682 -3.923  C4 1.101
38 H 1.898 2.685 -4.657  C4 1.099
39 H 1.380 2.841 -1.652  C5 1.091
40 H 2.562 3.845 -2.509  C5 1.090
41 H 3.719 1.928 -1.509  C6 1.093
42 H 3.727 1.748 -3.280  C6 1.096
43 H 1.698 0.349 -2.902  N7 1.011
44 H -0.083 -2.308 -1.677  C11 1.090
45 H 0.106 -0.730 -2.438  C11 1.098
46 H 0.599 -2.330 -4.097  C12 1.096
47 H 2.173 -1.649 -3.643  C12 1.093
48 H 1.353 -5.593 -2.875  C14 1.090
49 H 0.047 -4.537 -3.430  C14 1.089
50 H 0.542 -4.516 -1.725  C14 1.099
51 H 3.557 -4.662 -2.536  C15 1.091
52 H 3.780 -2.912 -2.661  C15 1.089
53 H 2.928 -3.600 -1.266  C15 1.097
54 H 2.260 -1.799 0.860  C16 1.093
55 H 1.189 -2.995 0.068  C16 1.093
56 H 1.178 0.239 1.888  C18 1.080
57 H 0.048 1.960 3.328  C20 1.078
58 H -4.210 -0.503 2.877  C23 1.079
59 H -3.049 -2.048 1.413  N25 1.013
60 H -5.107 2.931 5.647  C29 1.091
61 H -3.689 2.042 6.282  C29 1.098
62 H -3.003 4.364 5.640  C30 1.091
63 H -3.612 4.063 3.984  C30 1.099

## Properties
Charge = 0
E_tot = -48319.1880 eV
Orbital gap = 8.09 eV
Energy above the lowest of the compared OMol25 structures with the same formula, charge and spin = 185.67 kJ/mol
Highest occupied orbital energy = -7.6897 eV



# 3
Formula: C4H7N2S
Source: OMol25
Level of theory: ωB97M-V/def2-TZVPD

Each atom is followed by the atoms it is bonded to, with distances in Å.
CARTESIAN COORDINATES (ANGSTROEM)
1 S 2.960 0.012 -0.331  C2 2.156, H8 1.456
2 C 0.924 -0.178 0.353  S1 2.156, N3 1.379, N7 1.506, H9 1.043
3 N 0.298 1.001 0.008  C2 1.379, C4 1.284, H10 1.091
4 C -0.946 1.128 -0.283  N3 1.284, C5 1.375, H11 1.150
5 C -1.829 0.075 -0.276  C4 1.375, C6 1.405, H12 1.116
6 C -1.262 -1.207 -0.180  C5 1.405, N7 1.348, H13 1.038
7 N 0.081 -1.322 -0.145  C2 1.506, C6 1.348, H14 1.064
8 H 3.365 0.781 0.837  S1 1.456
9 H 1.079 -0.193 1.385  C2 1.043
10 H 0.828 1.926 0.237  N3 1.091
11 H -1.347 2.100 -0.748  C4 1.150
12 H -2.938 0.134 -0.384  C5 1.116
13 H -1.870 -2.046 -0.234  C6 1.038
14 H 0.657 -2.212 -0.237  N7 1.064

## Properties
Charge = +1
E_tot = -18068.1163 eV
Orbital gap = 8.34 eV
Energy above the lowest of the compared OMol25 structures with the same formula, charge and spin = 219.59 kJ/mol
Highest occupied orbital energy = -13.3957 eV